Formula: C53H49CaN7P2S3Te
Source: OMol25
Level of theory: the ωB97M-V functional and the def2-TZVPD basis

```
116
Properties=species:S:1:pos:R:3:lowdin_charge:R:1
Ca -0.209 0.461 0.172 0.89
C 1.603 1.925 3.340 -0.08
N 0.318 1.878 2.635 -0.17
C 0.047 3.145 1.957 -0.21
C 1.164 3.580 1.019 -0.19
N 1.499 2.643 -0.073 -0.21
C 2.627 1.771 0.235 -0.18
C 1.648 3.368 -1.315 -0.32
C 2.912 3.619 -1.836 -0.06
C 3.081 4.307 -3.031 -0.13
C 1.957 4.758 -3.705 -0.14
C 0.700 4.527 -3.182 -0.15
C 0.493 3.842 -1.978 -0.70
S -1.108 3.546 -1.372 0.48
C -0.707 1.526 3.614 -0.29
C -0.934 2.409 4.671 -0.06
C -1.838 2.134 5.681 -0.12
C -2.524 0.924 5.644 -0.12
C -2.315 0.047 4.602 -0.14
C -1.427 0.318 3.544 -0.63
S -1.358 -0.837 2.238 0.41
H 1.636 2.739 4.080 0.09
H 2.432 2.072 2.654 0.05
H 1.756 0.981 3.852 0.06
H -0.118 3.965 2.678 0.12
H -0.858 3.045 1.359 0.05
H 2.081 3.812 1.584 0.11
H 0.823 4.513 0.565 0.11
H 3.001 1.306 -0.676 0.04
H 2.322 0.961 0.902 0.01
H 3.464 2.302 0.722 0.09
H 3.787 3.264 -1.311 0.09
H 4.076 4.474 -3.426 0.08
H 2.057 5.281 -4.650 0.08
H -0.182 4.864 -3.714 0.08
H -0.383 3.340 4.699 0.10
H -1.995 2.842 6.484 0.08
H -3.225 0.665 6.428 0.09
H -2.857 -0.889 4.560 0.09
N 0.300 -1.203 -4.282 0.02
C -0.030 -0.600 -3.078 -0.92
S 1.281 0.099 -2.217 0.55
N -1.307 -0.656 -2.806 -0.03
N -1.682 -0.053 -1.626 -0.12
C -2.937 0.186 -1.590 -0.13
C -3.597 0.873 -0.479 -0.28
C -4.981 1.035 -0.542 -0.03
C -5.631 1.694 0.483 -0.08
C -4.876 2.171 1.541 -0.06
C -3.504 1.961 1.522 -0.13
N -2.866 1.333 0.544 0.06
H 1.150 -0.862 -4.701 0.06
H -0.485 -1.347 -4.898 0.07
H -3.551 -0.093 -2.447 0.11
H -5.523 0.646 -1.394 0.10
H -6.704 1.833 0.456 0.10
H -5.326 2.693 2.373 0.10
H -2.892 2.309 2.345 0.10
Te -0.018 -3.681 3.193 1.19
C 1.017 -5.450 3.847 -0.51
C 1.631 -5.528 5.090 -0.14
C 2.314 -6.682 5.447 -0.19
N 2.428 -7.754 4.668 0.03
C 1.838 -7.674 3.474 -0.18
C 1.133 -6.570 3.028 -0.13
C 1.383 -3.254 1.678 -0.98
P 2.114 -1.637 2.103 0.85
C 2.812 -2.005 3.778 -0.41
C 3.843 -2.929 3.936 -0.09
C 4.361 -3.208 5.190 -0.10
C 3.849 -2.572 6.313 -0.12
C 2.804 -1.670 6.173 -0.10
C 2.290 -1.395 4.913 -0.13
C 3.766 -1.507 1.279 -0.37
C 4.523 -0.367 1.562 -0.14
C 5.750 -0.152 0.962 -0.10
C 6.247 -1.074 0.047 -0.11
C 5.509 -2.210 -0.241 -0.08
C 4.282 -2.426 0.377 -0.08
P 0.631 -3.087 0.031 0.88
C 1.769 -4.119 -0.999 -0.40
C 2.487 -5.184 -0.455 -0.15
C 3.351 -5.931 -1.238 -0.10
C 3.521 -5.613 -2.581 -0.12
C 2.817 -4.552 -3.129 -0.10
C 1.945 -3.809 -2.343 -0.09
C -0.817 -4.222 -0.061 -0.40
C -2.092 -3.670 0.061 -0.13
C -3.227 -4.456 -0.028 -0.09
C -3.115 -5.821 -0.261 -0.11
C -1.858 -6.382 -0.408 -0.10
C -0.722 -5.588 -0.312 -0.10
H 1.609 -4.686 5.771 0.08
H 2.806 -6.742 6.414 0.09
H 1.932 -8.550 2.839 0.09
H 0.681 -6.579 2.043 0.08
H 4.231 -3.438 3.061 0.11
H 5.158 -3.935 5.293 0.10
H 4.251 -2.792 7.295 0.09
H 2.375 -1.189 7.043 0.09
H 1.432 -0.742 4.815 0.08
H 4.137 0.363 2.272 0.09
H 6.317 0.741 1.200 0.09
H 7.199 -0.901 -0.440 0.09
H 5.879 -2.938 -0.952 0.10
H 3.727 -3.323 0.159 0.06
H 2.390 -5.380 0.609 0.08
H 3.906 -6.752 -0.798 0.09
H 4.208 -6.186 -3.193 0.09
H 2.954 -4.287 -4.171 0.09
H 1.408 -2.973 -2.773 0.06
H -2.206 -2.608 0.233 0.05
H -4.201 -3.996 0.083 0.10
H -4.002 -6.439 -0.335 0.09
H -1.753 -7.444 -0.599 0.09
H 0.251 -6.048 -0.435 0.08
```

## Properties
- largest force on an atom (Eh/bohr) = 0.0212
- LUMO level (eV) = 4.0
- E (a.u.) = -5255.3845
- HOMO-LUMO gap (eV) = 5.6
- charge = -2